Arrangement w

The following is a quantum chemistry calculation of an isolated molecule of C4H10N2O2, from the Open Molecules 2025 dataset.

Results
Frontier orbital gap ... 8.091 eV
LUMO ... -0.14 eV
SMILES ... CCN(C)[C@@H](O)N=O

```
18
C4H10N2O2, DFT ωB97M-V with the def2-TZVPD basis set
C 1.25946 -1.05747 -1.11790
C 1.05620 -0.20205 0.12415
N -0.35349 -0.05073 0.47487
C -1.17784 0.47500 -0.59746
C -0.55316 0.71716 1.70241
O 0.24876 0.25633 2.69394
N -0.49693 2.53314 1.96881
O 0.08579 2.71321 2.99134
H 2.30208 -1.35798 -1.18001
H 0.64404 -1.95148 -1.06270
H 1.01101 -0.51084 -2.02361
H 1.53315 -0.68229 0.98028
H 1.52572 0.78397 -0.02728
H -2.20558 0.55534 -0.24645
H -0.84581 1.46792 -0.92404
H -1.15267 -0.20713 -1.44329
H -1.62849 0.67627 1.94528
H 0.49289 1.02163 3.26816
```

Mulliken atomic charge list, values in e, 4 entries: -1.392 -0.243 0.018 -1.030

Arrangement x

The following is a quantum chemistry calculation of a cluster of 2 separate species, C4H10N2O2 in total, from the Open Molecules 2025 dataset.

Results
Frontier orbital gap ... 8.829 eV
LUMO ... 0.34 eV

```
18
C4H10N2O2, DFT ωB97M-V with the def2-TZVPD basis set
C 2.54074 0.02303 -0.92877
C -0.75587 2.37673 -0.46825
C -1.59840 -2.00795 1.22870
N 0.36321 0.64529 -0.39284
N -0.47689 -1.29847 0.63892
C -0.52309 0.03408 0.39043
O 1.15975 -0.21295 -1.19160
O -1.47028 0.77764 0.77170
H 0.17033 -1.80984 0.05718
H 2.81992 1.04550 -1.19815
H 3.09093 -0.68241 -1.55223
H 2.78007 -0.14903 0.12513
H -1.19207 2.86863 0.38774
H -1.42830 2.13074 -1.27680
H 0.17461 2.82874 -0.77213
H -1.23541 -2.92348 1.69649
H -2.05349 -1.38347 1.99446
H -2.36576 -2.26276 0.49001
```

Mulliken atomic charge list, values in e, 4 entries: -0.473 -0.462 -0.821 -0.221

Arrangement y

The following is a quantum chemistry calculation of a cluster of 2 separate species, C4H10N2O2 in total, from the Open Molecules 2025 dataset.

Results
Frontier orbital gap ... 10.295 eV
LUMO ... 0.68 eV
SMILES ... CC(N)=O.CC(N)=O

```
18
C4H10N2O2, DFT ωB97M-V with the def2-TZVPD basis set
C 1.64671 0.35555 0.37984
C 1.03386 1.33442 -0.58630
N 0.86933 2.59667 -0.12057
O 0.72457 0.98727 -1.71097
H 1.33496 -0.65874 0.12925
H 1.48507 0.50870 1.44559
H 2.72090 0.39484 0.22100
H 0.48716 3.31345 -0.70975
H 1.24570 2.85396 0.77489
C -1.78246 -0.55148 0.67903
C -1.17483 -1.85376 0.22634
N -0.69299 -1.88426 -1.04824
O -1.10402 -2.82663 0.95636
H -1.23565 -0.21733 1.55195
H -2.82016 -0.74273 0.94083
H -1.78130 0.20020 -0.10289
H -0.29735 -2.74599 -1.39305
H -0.65948 -1.06413 -1.63329
```

Mulliken atomic charge list, values in e, 4 entries: -0.972 0.678 -0.390 -0.632

Arrangement z

The following is a quantum chemistry calculation of a cluster of 2 separate species, C4H10N2O2 in total, from the Open Molecules 2025 dataset.

Results
Frontier orbital gap ... 10.151 eV
LUMO ... 0.71 eV
SMILES ... CC(N)=O.CC(N)=O

```
18
C4H10N2O2, DFT ωB97M-V with the def2-TZVPD basis set
C 1.01378 2.04876 -0.08117
C 0.47902 1.73748 -1.56650
N -0.83627 2.21534 -1.95302
O 1.16404 1.34845 -2.45239
H 0.18721 2.09097 0.67839
H 1.73891 2.89669 -0.14100
H 1.48468 1.14217 0.27192
H -1.24807 2.00319 -2.79219
H -1.52100 2.29785 -1.16685
C -0.16888 -2.22175 -0.03405
C -0.32080 -1.40726 1.22318
N -0.53387 -2.07093 2.44904
O -0.37574 -0.19729 1.14096
H -0.81371 -1.73118 -0.85104
H -0.26023 -3.32892 0.04802
H 0.86247 -2.14167 -0.48186
H -0.67708 -1.67452 3.30025
H -0.17448 -3.00734 2.40833
```

Mulliken atomic charge list, values in e, 4 entries: -0.697 0.551 -0.446 -0.558

arrangement y (0.0444 hartree below the next structure)

Arrangement w

The following is a quantum chemistry calculation of an isolated molecule of C4H10N2O2, from the Open Molecules 2025 dataset.

Results
Frontier orbital gap ... 9.580 eV
LUMO ... 0.70 eV
SMILES ... NCCNCC(=O)O

```
18
C4H10N2O2, DFT ωB97M-V with the def2-TZVPD basis set
N -1.46034 -2.57559 0.02280
C -0.94155 -1.21355 0.15855
C 0.30875 -0.99117 -0.68166
N 1.35887 -0.11949 -0.21045
C 1.30870 1.29696 -0.53663
C 0.24496 2.05830 0.24378
O -0.93899 2.00996 0.07136
O 0.80980 2.85596 1.18716
H -2.23166 -2.58820 -0.63291
H -1.88137 -2.83516 0.90764
H -0.68325 -1.02091 1.20615
H -1.68376 -0.39610 0.12969
H 0.74437 -1.99726 -0.69695
H 0.10850 -0.87178 -1.74583
H 1.43496 -0.18618 0.79718
H 1.10684 1.58588 -1.57449
H 2.27348 1.67562 -0.34095
H 0.12168 3.31270 1.69554
```

Mulliken atomic charge list, values in e, 4 entries: -0.636 -0.422 -0.627 -0.347

Arrangement x

The following is a quantum chemistry calculation of a cluster of 2 separate species, C4H10N2O2 in total, from the Open Molecules 2025 dataset.

Results
Frontier orbital gap ... 10.344 eV
LUMO ... 0.44 eV
SMILES ... CC(N)=O.CC(N)=O

```
18
C4H10N2O2, DFT ωB97M-V with the def2-TZVPD basis set
C -2.56346 -0.15756 0.18645
C -2.17665 0.75438 1.32206
N -0.93377 1.29966 1.29689
O -2.95785 0.98905 2.22434
H -1.71064 -0.59893 -0.33070
H -3.10561 0.41323 -0.56644
H -3.18414 -0.97817 0.53222
H -0.64808 1.88949 2.06150
H -0.21009 1.09900 0.61687
C 2.55477 -1.38262 -0.49287
C 2.20291 -0.02682 -1.05209
N 0.88861 0.35349 -0.94200
O 3.02939 0.68994 -1.57459
H 3.62866 -1.50480 -0.57510
H 2.06863 -2.13890 -1.11444
H 2.21643 -1.51090 0.53448
H 0.63901 1.20978 -1.40748
H 0.26188 -0.39931 -0.71910
```

Mulliken atomic charge list, values in e, 4 entries: -0.731 0.623 -0.265 -0.612

arrangement x (0.0526 hartree below the next structure)